Entry 1:
Density functional theory data (ωB97M-V/def2-TZVPD) for C41H53Br2N8O8SSeSiYb as an isolated structure.

Last column: Mulliken charge in e.
Element x y z (Å)
Yb: -0.392 0.163 -0.234  -1.13
C: 2.305 -1.097 1.973  -1.50
O: 1.476 0.030 1.694  1.20
C: 1.323 0.904 2.737  -0.17
C: 2.207 1.009 3.797  -0.56
C: 1.941 1.897 4.832  -0.48
Br: 3.166 2.016 6.273  -0.22
C: 0.807 2.673 4.853  -0.96
C: -0.092 2.587 3.785  1.23
C: 0.166 1.714 2.715  -0.24
O: -0.680 1.577 1.685  0.40
C: -1.341 3.320 3.790  -0.16
N: -2.246 3.221 2.843  0.15
C: -3.304 3.995 3.227  0.12
C: -4.529 4.229 2.612  -0.65
C: -5.416 5.057 3.267  -0.69
C: -5.119 5.634 4.505  -0.42
C: -3.913 5.408 5.137  -1.08
C: -3.009 4.590 4.478  0.46
N: -1.755 4.141 4.805  -0.06
H: 2.003 -1.571 2.910  0.56
H: 3.362 -0.813 1.991  0.30
H: 2.140 -1.819 1.177  0.48
H: 3.097 0.403 3.848  0.57
H: 0.617 3.331 5.686  0.44
H: -1.451 2.235 1.809  0.60
H: -4.755 3.774 1.662  0.53
H: -6.372 5.275 2.817  0.41
H: -5.851 6.269 4.980  0.39
H: -3.679 5.844 6.098  0.40
H: -1.229 4.405 5.621  0.21
N: -6.477 -3.231 4.366  -0.53
C: -5.223 -3.116 3.824  1.03
C: -5.056 -2.769 2.482  -0.94
C: -3.796 -2.534 1.971  0.16
C: -2.685 -2.657 2.783  -0.18
C: -2.830 -3.029 4.109  -0.83
C: -4.087 -3.265 4.625  -0.93
S: -1.045 -2.163 2.275  1.50
O: -0.854 -0.880 2.944  -0.93
O: -0.089 -3.176 2.632  -0.85
N: -0.954 -1.768 0.714  0.59
C: -1.360 -2.596 -0.242  0.49
N: -1.979 -3.745 0.048  -0.52
C: -2.345 -4.500 -0.967  -0.39
C: -2.095 -4.158 -2.288  -1.03
C: -1.485 -2.930 -2.493  -0.31
N: -1.131 -2.136 -1.499  0.14
H: -7.239 -3.378 3.727  0.22
H: -6.553 -3.708 5.246  0.21
H: -5.918 -2.675 1.839  0.32
H: -3.675 -2.274 0.932  0.22
H: -1.945 -3.135 4.719  0.51
H: -4.218 -3.557 5.655  0.29
H: -2.874 -5.402 -0.694  0.48
H: -2.360 -4.805 -3.105  0.42
H: -1.279 -2.557 -3.489  0.56
C: 6.441 -1.370 -3.140  -1.78
C: 5.291 -1.023 -2.187  2.53
C: 5.764 0.070 -1.219  -2.08
C: 5.027 -2.268 -1.332  -1.70
Si: 3.696 -0.399 -3.186  -0.94
Br: 1.933 -0.722 -1.381  0.30
C: 3.007 -1.640 -4.550  2.58
C: 3.827 -1.571 -5.846  -1.76
C: 3.054 -3.086 -4.043  -2.09
C: 1.542 -1.327 -4.887  -1.68
C: 3.857 1.465 -3.788  2.71
C: 2.774 1.846 -4.805  -1.97
C: 5.217 1.660 -4.478  -2.02
C: 3.735 2.468 -2.635  -1.65
H: 7.313 -1.657 -2.557  0.54
H: 6.717 -0.530 -3.767  0.32
H: 6.173 -2.208 -3.776  0.33
H: 6.550 -0.331 -0.581  0.60
H: 4.941 0.397 -0.592  0.27
H: 6.175 0.923 -1.750  0.34
H: 5.943 -2.524 -0.801  0.58
H: 4.736 -3.118 -1.934  0.30
H: 4.248 -2.077 -0.605  0.15
H: 4.874 -1.792 -5.663  0.34
H: 3.758 -0.593 -6.311  0.29
H: 3.444 -2.304 -6.554  0.54
H: 4.078 -3.436 -3.957  0.37
H: 2.540 -3.734 -4.750  0.61
H: 2.562 -3.168 -3.079  0.29
H: 1.433 -0.357 -5.356  0.27
H: 0.923 -1.344 -3.994  0.05
H: 1.172 -2.078 -5.583  0.63
H: 2.828 1.235 -5.701  0.38
H: 2.929 2.881 -5.108  0.62
H: 1.783 1.787 -4.364  0.27
H: 5.367 0.928 -5.266  0.39
H: 6.038 1.588 -3.773  0.32
H: 5.255 2.650 -4.928  0.55
H: 2.759 2.405 -2.162  0.25
H: 3.839 3.475 -3.035  0.51
H: 4.502 2.328 -1.882  0.27
N: -3.272 0.513 2.456  0.98
C: -3.809 0.425 1.216  -0.61
C: -5.201 0.559 1.041  -0.98
C: -5.730 0.534 -0.226  -0.75
C: -4.867 0.356 -1.305  -1.26
C: -3.520 0.206 -1.050  -0.20
N: -2.980 0.236 0.174  1.37
H: -3.899 0.469 3.241  0.35
H: -2.334 0.147 2.603  -0.44
H: -5.825 0.669 1.914  0.57
H: -6.795 0.638 -0.384  0.46
H: -5.233 0.326 -2.317  0.52
H: -2.822 0.062 -1.870  0.42
O: 0.897 1.992 -0.550  -0.44
Se: -0.341 2.327 -1.585  1.15
O: -1.620 2.556 -0.650  -0.53
O: -0.588 0.829 -2.257  -0.36
O: -0.035 3.453 -2.634  -0.91

Properties
Total charge   0
Kohn-Sham gap (alpha / beta)   8.3 / 8.3 eV
Spin multiplicity   2
Electronic energy   -327356.058 eV



Entry 2:
Density functional theory data (ωB97M-V/def2-TZVPD) for C41H53N8O2SSe2Te2Zr as an isolated structure.

Last column: Mulliken charge in e.
Element x y z (Å)
Zr: -0.422 -0.362 -0.500  -0.35
C: -4.961 0.007 4.259  -1.11
C: -5.280 0.000 2.762  -1.11
C: -4.117 0.373 1.905  0.91
C: -3.920 1.546 1.177  0.77
C: -4.734 2.795 1.201  -1.18
C: -4.350 3.664 2.401  -1.17
C: -2.743 1.350 0.435  -0.38
C: -2.259 2.179 -0.701  -1.37
C: -0.252 3.302 0.449  1.16
C: 0.775 4.379 0.399  -0.32
C: 0.552 5.817 0.752  -0.88
C: -0.072 6.005 2.139  -1.18
C: 1.946 3.763 0.153  0.33
C: 1.691 2.320 0.178  0.73
C: 2.760 1.438 0.058  -0.98
C: 2.800 0.048 0.193  0.20
N: 1.732 -0.792 0.305  -0.07
C: 2.272 -2.052 0.446  0.07
C: 1.542 -3.202 0.684  -0.36
C: 0.174 -3.256 0.945  0.20
N: -0.651 -2.171 0.974  -0.12
C: -1.846 -2.639 1.499  -0.93
C: -2.911 -1.841 1.868  0.15
C: -3.030 -0.478 1.584  -0.64
N: -2.166 0.169 0.714  0.40
C: -1.791 -4.070 1.674  1.23
C: -0.529 -4.454 1.324  0.15
C: 0.028 -5.835 1.233  -1.32
C: 0.104 -6.264 -0.234  -0.95
C: -2.932 -4.925 2.116  -1.38
C: -2.980 -5.066 3.639  -1.16
C: 3.705 -2.009 0.334  0.50
C: 4.039 -0.692 0.175  0.20
C: 5.403 -0.099 0.008  -1.14
C: 5.975 0.442 1.321  -1.21
C: 4.616 -3.190 0.397  -1.25
C: 4.898 -3.629 1.836  -1.21
N: 0.399 2.033 0.406  -0.55
C: 3.272 4.388 -0.147  -1.00
C: 3.594 4.300 -1.644  -1.10
H: -5.836 -0.303 4.828  0.40
H: -4.674 1.000 4.600  0.27
H: -4.146 -0.678 4.483  0.27
H: -6.109 0.685 2.569  0.33
H: -5.608 -1.007 2.482  0.42
H: -5.796 2.546 1.253  0.57
H: -4.565 3.361 0.281  0.28
H: -4.590 3.158 3.333  0.23
H: -4.886 4.612 2.370  0.45
H: -3.282 3.862 2.386  0.19
H: -3.152 2.457 -1.298  1.18
H: -0.074 6.329 0.016  0.23
H: 1.527 6.311 0.735  0.33
H: -1.078 5.595 2.172  0.12
H: -0.115 7.065 2.385  0.48
H: 0.529 5.497 2.890  0.32
H: 3.728 1.898 -0.073  0.23
H: 2.083 -4.134 0.706  0.42
H: -3.732 -2.313 2.389  0.48
H: -0.622 -6.522 1.778  0.40
H: 1.026 -5.874 1.685  0.41
H: -0.893 -6.261 -0.671  0.32
H: 0.531 -7.262 -0.323  0.41
H: 0.717 -5.566 -0.800  0.08
H: -2.822 -5.910 1.658  0.52
H: -3.869 -4.495 1.755  0.43
H: -2.053 -5.507 4.001  0.32
H: -3.807 -5.709 3.932  0.39
H: -3.107 -4.093 4.110  0.27
H: 5.370 0.717 -0.724  0.28
H: 6.080 -0.863 -0.386  0.49
H: 5.306 1.182 1.752  0.25
H: 6.944 0.908 1.151  0.40
H: 6.098 -0.362 2.043  0.28
H: 5.567 -2.945 -0.088  0.48
H: 4.165 -4.019 -0.155  0.29
H: 5.353 -2.815 2.399  0.25
H: 5.580 -4.478 1.840  0.43
H: 3.976 -3.917 2.337  0.26
H: 4.059 3.900 0.433  0.32
H: 3.250 5.442 0.146  0.46
H: 3.681 3.263 -1.961  0.20
H: 4.532 4.807 -1.870  0.39
H: 2.799 4.765 -2.224  0.29
Se: -1.354 -0.762 -3.064  -0.13
Te: -2.168 -1.648 -5.215  -0.41
Te: -3.997 -3.420 -2.314  -0.41
Se: -2.477 -1.736 -1.351  0.24
N: 1.476 -0.074 -2.361  0.21
N: 2.249 -1.078 -2.968  -0.61
C: 1.990 -2.392 -2.790  0.38
N: 2.906 -3.268 -3.280  -0.41
S: 0.637 -2.938 -2.009  -0.22
H: 1.020 0.554 -3.071  0.75
H: 2.078 0.541 -1.790  -0.19
H: 3.149 -0.813 -3.356  0.23
H: 3.495 -2.980 -4.047  0.20
H: 2.589 -4.226 -3.303  0.28
O: 0.059 1.941 -3.302  -0.86
C: -0.810 2.316 -2.487  -0.06
C: -1.363 3.747 -2.645  -0.95
C: -1.766 4.476 -1.333  -0.80
C: -1.566 3.454 -0.247  1.63
O: -1.450 3.606 1.134  -0.65
N: -1.302 1.509 -1.561  1.17
H: -2.233 3.656 -3.303  0.37
H: -0.600 4.310 -3.188  0.49
H: -2.820 4.776 -1.372  0.45
H: -1.168 5.373 -1.206  -0.06

Properties
Total charge   -1
Kohn-Sham gap (alpha / beta)   3.3 / 3.3 eV
Electronic energy   -216791.319 eV



Entry 3:
Density functional theory data (ωB97M-V/def2-TZVPD) for C41H54B2N14S5Se2Tl as an isolated structure.

Last column: Mulliken charge in e.
Element x y z (Å)
Tl: 1.159 1.049 0.026  0.62
C: 2.808 -3.629 1.681  -1.88
C: 1.340 -3.766 1.478  0.22
C: 0.790 -4.897 0.974  -0.76
C: -0.596 -4.945 0.685  -0.19
N: -1.357 -3.921 0.909  -0.37
N: -0.825 -2.789 1.408  0.59
B: -1.822 -1.636 1.309  -0.55
N: -1.925 -0.744 2.548  0.53
N: -2.014 -1.616 3.574  0.03
C: -1.908 -1.198 4.792  -0.03
C: -1.694 0.180 5.062  -0.77
C: -1.676 1.078 4.047  0.19
C: -1.453 2.532 4.286  -1.66
C: -1.851 0.606 2.685  0.76
S: -1.938 1.681 1.406  -0.21
C: -1.967 -2.293 5.850  2.44
C: -0.739 -3.195 5.660  -1.43
C: -1.958 -1.714 7.264  -2.37
C: -3.243 -3.118 5.649  -1.54
N: -3.259 -2.169 0.928  0.49
N: -4.195 -2.818 1.574  -0.81
C: -5.270 -3.130 0.885  -0.26
C: -5.393 -2.785 -0.486  -0.37
C: -4.408 -2.100 -1.145  0.22
C: -4.446 -1.709 -2.585  -1.49
C: -3.289 -1.788 -0.346  0.42
S: -1.813 -0.956 -0.573  -0.52
C: -6.328 -3.895 1.671  2.57
C: -7.553 -4.222 0.818  -2.33
C: -6.760 -3.040 2.869  -1.57
C: -5.702 -5.200 2.180  -1.44
C: 0.485 -2.631 1.733  1.52
S: 1.095 -1.200 2.376  -0.22
C: -1.296 -6.144 0.054  2.73
C: -2.170 -5.656 -1.107  -1.37
C: -2.179 -6.807 1.120  -1.72
C: -0.287 -7.157 -0.484  -2.17
H: 3.315 -4.563 1.437  0.42
H: 3.033 -3.333 2.707  0.38
H: 3.193 -2.838 1.034  0.18
H: 1.430 -5.729 0.716  0.23
H: -1.552 0.522 6.078  0.41
H: -1.385 2.736 5.355  0.35
H: -2.255 3.122 3.843  0.36
H: -0.531 2.855 3.795  0.18
H: 0.186 -2.618 5.721  0.37
H: -0.768 -3.670 4.678  0.12
H: -0.721 -3.971 6.430  0.45
H: -1.029 -1.182 7.480  0.42
H: -2.046 -2.527 7.988  0.43
H: -2.794 -1.030 7.427  0.45
H: -3.297 -3.496 4.627  0.07
H: -4.134 -2.513 5.838  0.37
H: -3.251 -3.965 6.340  0.47
H: -6.291 -3.062 -1.021  0.56
H: -5.471 -1.618 -2.942  0.45
H: -3.933 -2.457 -3.194  0.19
H: -3.931 -0.759 -2.732  0.36
H: -8.052 -3.319 0.457  0.43
H: -8.272 -4.775 1.424  0.43
H: -7.298 -4.847 -0.040  0.45
H: -7.237 -2.115 2.539  0.38
H: -5.900 -2.780 3.486  0.20
H: -7.475 -3.595 3.482  0.44
H: -5.364 -5.827 1.352  0.35
H: -6.438 -5.761 2.761  0.49
H: -4.842 -4.988 2.816  0.11
H: -2.913 -4.939 -0.752  0.04
H: -2.690 -6.505 -1.561  0.53
H: -1.557 -5.163 -1.864  0.03
H: -2.878 -6.079 1.534  0.04
H: -1.574 -7.203 1.939  0.39
H: -2.747 -7.633 0.684  0.47
H: 0.373 -6.702 -1.226  0.34
H: -0.823 -7.978 -0.966  0.48
H: 0.325 -7.586 0.312  0.35
C: 4.743 0.818 0.351  -1.11
N: 4.786 -0.423 -0.395  0.37
C: 5.527 -1.523 -0.024  -0.54
C: 5.312 -2.469 -0.964  -0.79
N: 4.443 -1.963 -1.905  0.32
B: 4.106 -2.839 -3.177  0.14
N: 2.698 -2.547 -3.736  0.23
C: 2.470 -1.876 -4.914  -0.61
C: 1.139 -1.764 -5.097  -0.53
N: 0.547 -2.376 -4.005  0.34
C: -0.870 -2.431 -3.757  -0.20
C: 1.513 -2.857 -3.175  -0.66
S: 1.230 -3.676 -1.718  -0.07
C: 4.120 -0.700 -1.555  0.01
S: 3.125 0.419 -2.387  -0.31
H: 5.746 1.061 0.699  0.35
H: 4.078 0.744 1.212  0.26
H: 4.390 1.607 -0.309  0.40
H: 6.123 -1.529 0.872  0.43
H: 5.685 -3.475 -1.045  0.47
H: 4.903 -2.576 -4.054  -0.22
H: 4.188 -3.990 -2.820  -0.20
H: 3.290 -1.513 -5.507  0.46
H: 0.559 -1.297 -5.874  0.47
H: -1.394 -2.594 -4.701  0.39
H: -1.221 -1.500 -3.305  0.25
H: -1.068 -3.250 -3.068  -0.41
Se: 2.244 2.436 2.795  -0.30
C: 3.480 3.570 2.066  0.33
N: 4.258 4.284 1.580  -0.77
Se: 3.485 4.911 -1.168  0.36
N: 2.569 5.817 -2.389  -0.90
C: 1.404 5.199 -2.516  0.34
C: 0.328 5.589 -3.368  -0.52
C: -0.794 4.827 -3.349  -0.61
C: -0.869 3.675 -2.495  -0.36
N: 0.077 3.284 -1.700  -0.02
C: 1.217 4.039 -1.692  0.62
N: 2.219 3.726 -0.890  -0.13
H: 0.426 6.465 -3.996  0.44
H: -1.646 5.068 -3.972  0.36
H: -1.778 3.079 -2.498  0.45

Properties
Total charge   -1
Kohn-Sham gap   5.5 eV
Electronic energy   -255176.961 eV
Relative energy (zero: lowest compared OMol25 entry of this formula, charge and spin)   0.0000 eV



Entry 4:
Density functional theory data (ωB97M-V/def2-TZVPD) for a 9-piece molecular cluster, C41H54NO21 overall.

Last column: Mulliken charge in e.
Element x y z (Å)
C: 6.607 1.747 32.777  -0.72
N: 5.667 1.502 31.573  2.01
C: 6.464 2.023 30.454  -0.93
C: 5.701 0.049 31.364  -1.09
C: 4.362 2.158 31.787  1.75
C: 3.447 1.868 30.512  -0.45
O: 2.111 2.434 30.838  -0.62
H: 7.533 1.327 32.784  0.86
H: 6.358 1.424 33.786  0.14
H: 6.942 2.773 32.976  -0.44
H: 6.372 3.140 30.524  0.13
H: 6.042 2.020 29.435  0.51
H: 7.626 1.632 30.364  -0.06
H: 6.632 -0.474 31.518  0.17
H: 5.366 -0.295 30.458  0.55
H: 5.347 -0.420 32.300  0.22
H: 4.374 3.244 31.954  -1.11
H: 3.894 1.582 32.609  -0.84
H: 3.286 0.929 30.240  0.60
H: 3.751 2.505 29.585  -0.08
H: 1.490 2.060 31.444  0.28
C: 3.161 1.475 37.756  -0.80
C: 4.045 0.657 36.868  0.42
C: 3.640 0.391 35.506  0.86
O: 4.332 -0.468 34.897  -0.69
C: 2.458 1.009 35.067  -0.44
C: 1.435 1.688 35.937  0.21
C: 1.743 1.867 37.341  0.53
O: 1.065 2.347 38.320  -0.56
O: 0.151 2.160 35.537  -0.45
O: 5.210 0.180 37.306  -0.56
H: 3.436 1.777 38.719  0.60
H: 2.227 0.806 33.916  0.11
H: 0.105 1.926 34.693  0.35
H: 5.667 -0.079 36.517  0.38
C: 11.485 1.290 30.145  -1.45
C: 13.008 1.516 29.927  0.28
C: 13.964 0.725 30.653  0.57
O: 15.167 0.929 30.504  -0.63
C: 13.429 -0.242 31.583  -0.53
C: 11.888 -0.447 31.858  0.45
C: 10.939 0.444 31.190  0.84
O: 9.741 0.199 31.363  -0.58
O: 11.522 -1.316 32.880  -0.41
O: 13.404 2.328 28.890  -0.47
H: 10.827 1.751 29.602  0.96
H: 14.261 -0.816 32.079  0.24
H: 12.237 -1.850 32.984  0.31
H: 14.286 2.494 29.172  0.36
C: 11.925 3.214 33.732  -0.91
C: 13.020 3.875 32.915  0.20
C: 12.837 4.626 31.710  0.70
O: 13.758 5.278 31.192  -0.64
C: 11.469 4.624 31.183  -0.55
C: 10.323 3.904 32.044  0.45
C: 10.586 3.251 33.294  0.33
O: 9.648 2.719 33.903  -0.53
O: 9.102 3.882 31.449  0.35
O: 14.381 3.716 33.382  -0.55
H: 12.178 2.693 34.678  0.45
H: 11.265 4.948 30.126  0.25
H: 9.083 4.395 30.713  0.15
H: 14.897 4.300 32.797  0.38
C: 4.036 4.785 25.960  -0.39
C: 4.357 5.310 27.361  0.05
C: 4.301 6.839 27.601  0.51
O: 4.523 7.288 28.645  -0.44
C: 4.069 7.755 26.346  -0.67
C: 3.695 7.106 24.967  0.59
C: 3.571 5.668 24.878  0.24
O: 3.166 5.187 23.903  -0.47
O: 3.301 7.903 23.947  -0.43
O: 4.564 4.496 28.304  0.08
H: 4.389 3.764 25.830  0.39
H: 4.230 8.932 26.601  0.15
H: 3.593 8.802 24.092  0.33
H: 4.189 4.897 29.051  0.02
C: 6.581 5.956 33.030  -1.03
C: 5.565 6.199 31.949  0.81
O: 5.455 5.351 31.003  -0.34
C: 4.586 7.355 32.156  -1.25
H: 7.127 5.060 32.762  -0.28
H: 6.085 5.705 33.950  -0.03
H: 7.110 6.709 33.047  1.18
H: 4.968 8.137 32.519  0.70
H: 3.532 7.018 32.490  0.01
H: 4.291 7.686 31.084  0.15
C: 2.359 4.733 33.811  -0.99
C: 3.452 4.436 34.873  0.82
O: 4.465 3.747 34.557  -0.07
C: 3.325 5.073 36.263  -1.34
H: 2.148 5.864 33.737  0.33
H: 1.416 4.187 34.060  0.29
H: 2.555 4.186 32.856  0.05
H: 3.837 4.435 36.943  0.14
H: 2.111 5.070 36.482  0.29
H: 3.693 6.017 36.044  0.60
C: 9.985 2.790 26.811  -1.51
C: 8.635 2.374 27.112  1.07
O: 8.368 1.445 27.857  -0.55
C: 7.401 3.014 26.356  -1.31
H: 10.716 2.103 26.982  0.46
H: 10.126 3.820 27.184  0.28
H: 10.081 2.950 25.762  0.47
H: 7.365 2.808 25.422  0.65
H: 7.503 4.136 26.332  0.43
H: 6.563 2.907 26.896  0.08
C: 7.105 4.542 38.699  -1.42
C: 7.077 4.531 37.176  0.90
O: 6.943 5.623 36.445  -0.61
C: 7.056 3.236 36.578  0.62
H: 8.092 4.544 39.180  0.39
H: 6.363 3.798 39.127  0.26
H: 6.860 5.432 39.043  0.51
H: 6.943 3.033 35.627  -0.92
H: 6.262 2.636 37.134  -0.06
H: 7.983 2.774 36.921  0.43

Properties
Total charge   +1
Kohn-Sham gap   5.7 eV
Electronic energy   -87852.072 eV
Relative energy (zero: lowest compared OMol25 entry of this formula, charge and spin)   2.2722 eV



Number 1: molecular weight 1257.9 g mol⁻¹. Number 2: molecular weight 1226.3 g mol⁻¹. Number 3: molecular weight 1287.2 g mol⁻¹. Number 4: molecular weight 896.9 g mol⁻¹.